(1)
Molecular formula: C25H43BrF3O13P3
Method: DFT, ωB97M-V with the def2-TZVPD basis set

Calculated values
- HOMO level (eV) = -8.45
- strongest force on any atom (eV/Å) = 0.59
- LUMO energy (eV) = 0.45
- SMILES = CP(C)[PH](Br)(CCC(F)(F)F)P(=O)(O)O.O=C1CCCO1.O=C1CCCO1.O=C1CCCO1.O=C1CCCO1.O=C1CCCO1
- 2S+1 = 1

```
88
Properties=species:S:1:pos:R:3:forces:R:3
C -1.162664 -1.260874 -0.635636 -0.3 0.1 -0.2
P 0.307612 -2.318152 -0.818513 -0.4 -0.3 0.1
C 1.530274 -1.211116 -1.611933 0.4 0.1 -0.1
P 1.239562 -2.376828 1.208668 0.4 -0.2 -0.2
Br 0.222419 -0.310568 2.024693 -0.2 0.3 0.2
C 2.897918 -1.659416 1.587437 0.2 0.2 0.1
C 3.216257 -1.082863 2.979754 0.2 0.2 0.1
C 2.843429 -1.925218 4.191623 -0.2 0.0 -0.3
F 2.893455 -3.238626 3.942301 0.1 -0.3 -0.2
F 3.674515 -1.692250 5.210226 0.4 0.2 0.3
F 1.608397 -1.681340 4.657592 -0.3 0.1 -0.1
P 2.152516 -4.430617 0.700336 0.5 -0.3 0.3
O 3.335742 -4.818422 1.508691 -0.4 0.1 -0.2
O 0.923842 -5.486366 0.787776 -0.1 0.2 0.3
O 2.473803 -4.477836 -0.877770 0.1 -0.1 0.0
H -1.809290 -1.527222 -1.487484 0.1 0.1 0.2
H -1.706028 -1.521023 0.279343 0.1 0.1 -0.3
H -0.947037 -0.188706 -0.645019 0.0 -0.2 0.1
H 1.489722 -1.426939 -2.687485 0.0 0.1 0.2
H 1.322672 -0.149103 -1.433143 0.0 -0.2 0.0
H 2.544918 -1.454706 -1.270538 -0.2 0.0 -0.2
H 0.487720 -3.023620 2.193520 0.0 0.0 0.1
H 3.654325 -2.408802 1.332761 -0.2 0.1 0.0
H 2.958476 -0.827997 0.867566 0.0 -0.2 0.2
H 2.767984 -0.092637 3.112638 0.1 -0.3 0.0
H 4.309346 -0.967861 3.040484 -0.3 0.0 -0.1
H 0.666169 -5.613799 1.716934 0.1 -0.1 -0.3
H 3.290467 -4.984517 -1.012476 -0.1 0.1 0.0
O 0.174592 1.812696 -1.336920 -0.1 0.1 -0.1
C 0.662372 2.594092 -2.108693 0.0 -0.1 0.1
C 0.072295 3.863438 -2.683322 0.1 -0.1 -0.1
C 0.967195 4.131835 -3.891797 -0.1 -0.1 0.0
C 2.285640 3.505552 -3.453878 0.0 0.1 -0.1
O 1.906554 2.406943 -2.596590 0.1 0.0 0.0
H 0.141987 4.650929 -1.931149 0.0 0.0 0.0
H -0.976591 3.713704 -2.923766 0.0 0.0 0.1
H 1.064389 5.183614 -4.148330 0.0 0.0 0.1
H 0.582725 3.594382 -4.760886 0.0 0.0 0.0
H 2.895332 4.196033 -2.866466 0.0 0.0 0.0
H 2.868268 3.101126 -4.274493 0.0 0.0 0.1
O 3.582128 1.443264 -5.578317 0.1 -0.2 -0.1
C 2.999337 0.405518 -5.710890 0.0 0.1 0.1
C 3.557711 -1.003664 -5.708028 -0.1 0.0 -0.1
C 2.418286 -1.827242 -6.305205 0.0 0.1 0.0
C 1.198435 -1.004708 -5.900248 0.0 0.0 0.0
O 1.656974 0.358461 -5.870749 0.0 0.0 0.0
H 3.764566 -1.273248 -4.670233 0.0 0.0 0.0
H 4.487643 -1.039201 -6.268656 0.0 0.0 0.1
H 2.369886 -2.853230 -5.947589 0.0 0.0 0.0
H 2.505536 -1.847991 -7.392123 0.0 0.0 0.0
H 0.838048 -1.262858 -4.902575 0.0 0.0 0.0
H 0.370201 -1.063143 -6.601495 0.0 0.0 0.0
O -0.940420 7.094747 -2.614356 0.1 0.0 -0.1
C -0.441036 7.863218 -3.382013 0.0 0.0 0.1
C -1.020291 9.144092 -3.951926 0.1 0.0 -0.1
C -0.111865 9.435635 -5.144116 0.0 -0.1 0.0
C 1.198201 8.793636 -4.697538 0.0 0.0 0.0
O 0.810429 7.679849 -3.874267 0.0 0.0 0.0
H -0.951178 9.911990 -3.179057 0.0 0.0 0.0
H -2.066980 8.998876 -4.203976 0.0 0.0 0.1
H -0.003285 10.492080 -5.378393 0.0 0.0 0.0
H -0.489116 8.926224 -6.031581 0.0 0.0 0.0
H 1.804068 9.469790 -4.090830 0.0 0.0 0.0
H 1.804745 8.409616 -5.513801 0.0 0.0 0.0
O -4.103022 -2.208917 0.815711 -0.1 -0.1 0.0
C -3.666775 -2.898224 1.691537 0.1 0.1 -0.1
C -2.929927 -4.221438 1.569735 -0.1 0.0 0.2
C -2.964103 -4.767010 2.996099 0.0 0.1 -0.1
C -3.020323 -3.480049 3.813577 0.0 0.0 0.1
O -3.741910 -2.543595 2.992568 0.0 0.0 0.1
H -1.911875 -4.005208 1.232642 0.0 0.0 -0.1
H -3.409996 -4.850711 0.825473 0.0 0.0 0.0
H -2.115912 -5.395173 3.261034 0.0 0.0 0.0
H -3.874711 -5.344620 3.156656 0.0 0.0 0.0
H -2.026914 -3.064290 4.004197 0.0 0.0 0.0
H -3.551004 -3.592695 4.754853 0.0 0.0 0.0
O -4.267036 -4.613815 6.834989 0.0 0.1 0.0
C -4.373893 -3.661541 7.553590 0.0 0.0 -0.1
C -3.683527 -2.313768 7.443197 0.0 0.0 0.1
C -3.896824 -1.703444 8.826170 0.0 -0.1 0.0
C -5.202211 -2.366568 9.255654 0.0 0.1 0.0
O -5.192751 -3.661009 8.629336 0.0 0.0 0.0
H -4.184716 -1.744721 6.657003 0.0 0.0 0.0
H -2.641765 -2.447428 7.164038 0.0 0.0 -0.1
H -3.953659 -0.617488 8.833212 0.0 0.0 0.0
H -3.090485 -2.007837 9.494412 0.0 0.0 0.0
H -6.078717 -1.822420 8.897761 0.0 0.0 0.0
H -5.291251 -2.516661 10.328464 0.0 0.0 0.0
```
Positions in Å, forces in eV/Å.

---

(2)
Molecular formula: C25H43F3P2Zr
Method: DFT, ωB97M-V with the def2-TZVPD basis set

Calculated values
- HOMO level (spin up / spin down) (eV) = -11.70 / -11.70
- strongest force on any atom (eV/Å) = 6.60
- LUMO energy (spin up / spin down) (eV) = -9.59 / -9.59
- charge = +2
- 2S+1 = 1

```
74
Properties=species:S:1:pos:R:3:forces:R:3
Zr -2.408990 -0.895459 0.975896 1.9 2.0 6.0
C -4.478132 -1.845798 1.249803 -0.3 -0.9 -0.3
C -3.626676 -2.656448 0.412389 -1.0 -2.3 1.1
C -2.643986 -2.523187 2.503667 -1.5 -0.6 1.3
C -3.858430 -1.710867 2.517294 -0.1 -2.2 1.0
C -2.508854 -3.110730 1.220134 -1.7 -1.4 -0.3
C -5.826215 -1.321964 0.867475 -0.2 0.1 -0.1
H -5.899175 -1.132688 -0.206878 -0.1 -0.1 0.1
H -6.064519 -0.396189 1.398002 -0.1 -0.1 -0.1
H -6.595514 -2.061074 1.126298 0.2 0.2 0.0
C -4.382960 -0.982013 3.713250 0.1 0.4 0.0
H -5.177496 -0.284306 3.435759 0.1 -0.1 0.1
H -3.577393 -0.413888 4.188973 -0.3 -0.2 0.1
H -4.791883 -1.688119 4.448124 0.1 0.1 -0.2
C -1.784417 -2.797394 3.694682 0.2 0.1 0.1
H -2.255296 -3.575940 4.310380 0.1 0.2 -0.1
H -1.655720 -1.897103 4.298494 -0.1 -0.4 0.0
H -0.793288 -3.149610 3.398933 -0.1 0.0 0.1
C -1.490312 -4.132262 0.819114 0.2 0.1 -0.1
H -1.848059 -5.141749 1.061248 0.0 0.2 0.0
H -0.544159 -3.977759 1.343810 -0.1 -0.1 -0.1
H -1.291032 -4.108205 -0.255854 0.0 -0.1 0.1
C -3.991409 -3.205508 -0.933348 0.1 0.2 -0.2
H -4.468278 -4.188734 -0.822501 0.1 0.2 0.0
H -3.112621 -3.336155 -1.570238 -0.1 -0.1 0.0
H -4.694821 -2.554190 -1.456990 0.0 -0.2 0.0
C -2.520270 1.249685 0.405763 -2.6 3.0 -3.6
C -3.459908 0.527709 -0.344486 0.0 5.0 -1.3
C -3.292092 0.179468 -1.809342 -0.1 -0.6 0.1
C -1.898381 -0.401416 -2.098338 0.0 0.2 0.1
C -1.355820 -1.180429 -0.903085 4.3 0.3 -2.2
C -0.459609 -0.632065 0.045062 2.4 -0.3 -5.2
C -0.020992 0.814946 0.017456 -0.3 0.0 0.9
C -1.209745 1.796376 -0.137760 0.2 -0.1 -0.1
H -3.487877 1.067127 -2.431503 0.0 -0.1 0.3
H -1.196898 0.396430 -2.361940 -0.1 -0.2 0.1
H -4.055491 -0.557279 -2.080469 0.1 0.2 0.0
H -1.342655 2.073878 -1.189834 -0.2 -0.2 0.2
H -2.885232 1.734714 1.304358 0.0 -0.5 0.6
H -4.491308 0.586198 -0.006932 0.0 -0.3 0.4
H -0.975356 2.719838 0.399193 -0.1 -0.2 0.1
H 0.488916 1.026181 0.959235 0.1 0.0 -0.4
H 0.231483 -1.311370 0.540956 -0.4 -0.3 0.6
H 0.707148 0.974473 -0.793334 0.0 -0.2 0.0
H -1.947466 -1.065549 -2.968216 0.0 0.0 0.3
H -1.287681 -2.252388 -1.064386 -0.1 -0.1 0.3
P 3.654687 2.634593 -1.426778 -0.5 0.9 -0.6
P 6.293275 0.976559 -0.898568 1.2 0.2 -0.3
C 5.232131 3.257845 -2.203244 0.2 -0.1 0.1
C 6.486264 2.734697 -1.491447 0.0 -0.1 0.0
H 5.207539 4.353424 -2.149479 0.0 -0.2 -0.1
H 5.244622 2.985001 -3.267499 -0.1 -0.1 0.3
H 7.336942 2.750117 -2.184347 0.0 0.1 0.2
H 6.748938 3.377746 -0.640095 -0.1 -0.2 -0.1
C 7.865902 0.811381 0.074556 -0.3 -0.1 0.1
H 8.012056 -0.238685 0.347777 0.0 0.2 -0.1
H 7.792722 1.388406 1.001392 0.0 -0.1 -0.1
H 8.739348 1.155841 -0.493114 -0.2 0.0 0.0
C 6.825912 0.102745 -2.447145 -0.3 -0.1 0.1
H 7.781073 0.483777 -2.828956 -0.2 0.0 0.2
H 6.059623 0.228621 -3.218659 0.1 0.0 0.0
H 6.927070 -0.968431 -2.245638 0.0 0.2 0.0
C 3.007733 4.250085 -0.781127 -0.1 -0.2 0.2
H 1.986183 4.113203 -0.411990 0.1 0.1 0.0
H 3.005159 5.031573 -1.551004 0.0 -0.2 0.1
H 3.626787 4.581212 0.058745 -0.1 0.0 -0.1
C 2.602137 2.496654 -2.950058 0.0 -0.1 0.1
H 2.928450 1.643506 -3.552320 0.0 0.1 0.1
H 2.645313 3.405146 -3.563931 0.0 -0.1 0.1
H 1.563084 2.317057 -2.655192 0.1 0.1 -0.1
F -1.587838 0.209162 4.034679 0.4 -0.4 0.0
C -1.062994 0.181024 2.777152 -1.0 -0.4 0.3
F -0.856902 1.529414 2.573555 0.6 -0.4 -0.2
F 0.163654 -0.450861 2.872424 -0.5 0.7 0.1
```
Positions in Å, forces in eV/Å.